Version a
C25H29N5O7Zr as an isolated structure. Source: the OMol25 dataset; level of theory: ωB97M-V/def2-TZVPD.

HOMO, eV: -12.77
Kohn-Sham gap, eV: 5.973
Net charge: +2

Atoms and positions in Å:
Zr1 -0.5149 -0.3332 0.4722
O1 1.2235 -1.6816 -2.4586
C1 0.3972 -1.8702 -1.6031
O2 -0.6833 -1.0855 -1.4019
C2 0.4329 -3.0700 -0.6419
C3 -0.9962 -3.3703 -0.1427
C4 -1.0852 -4.7226 0.5294
C5 -0.3496 -4.4838 1.8670
C6 0.0561 -3.0294 1.7680
O3 -1.0935 -2.4146 1.0120
C7 1.2116 -2.8449 0.7361
C8 1.9086 -1.4864 1.0013
O4 2.7159 -1.3680 1.8618
O5 1.4305 -0.4466 0.2357
H1 0.8608 -3.9026 -1.1953
H2 -1.7746 -3.1570 -0.8641
H3 -0.6214 -5.4905 -0.0871
H4 -2.1237 -5.0001 0.6926
H5 0.5275 -5.1150 1.9943
H6 -1.0086 -4.6373 2.7179
H7 0.1978 -2.5120 2.7077
H8 1.9767 -3.6003 0.8911
O6 1.6119 3.3490 3.9967
C9 1.7362 2.1535 4.5857
C10 2.4384 2.1225 5.7925
C11 2.6133 0.9349 6.4592
C12 2.0946 -0.2691 5.9572
C13 1.3986 -0.2481 4.7819
C14 1.2007 0.9534 4.0656
C15 0.4365 0.9181 2.8532
O7 -0.1892 -0.2109 2.4935
N1 0.2799 2.0222 2.1261
N2 -0.5737 1.7620 1.0856
C16 -1.3037 2.6216 0.4999
C17 -2.3791 2.0468 -0.3461
C18 -3.2636 2.8145 -1.0650
C19 -4.3196 2.1825 -1.7205
C20 -4.4409 0.8091 -1.6378
C21 -3.4953 0.1038 -0.9089
N3 -2.4948 0.7017 -0.2629
H9 1.1134 3.2402 3.1646
H10 2.8343 3.0532 6.1745
H11 3.1649 0.9307 7.3908
H12 2.2434 -1.1946 6.4942
H13 0.9917 -1.1624 4.3761
H14 -1.2405 3.6849 0.7158
H15 -3.1449 3.8895 -1.1007
H16 -5.0420 2.7650 -2.2773
H17 -5.2495 0.2817 -2.1231
H18 -3.5489 -0.9744 -0.8289
N4 2.1649 1.1961 -4.2957
C22 2.7296 1.9583 -3.1189
C23 1.9076 1.5681 -1.9056
N5 0.4611 1.8122 -2.0476
C24 -0.0641 1.2697 -3.3062
C25 0.7431 1.6371 -4.5392
H19 2.1592 0.1948 -4.0616
H20 2.7402 1.3165 -5.1294
H21 2.6608 3.0155 -3.3731
H22 3.7759 1.6836 -3.0020
H23 2.2834 2.0864 -1.0253
H24 2.0510 0.5043 -1.7369
H25 0.2901 2.8126 -2.0070
H26 -1.0935 1.6008 -3.4449
H27 -0.0788 0.1873 -3.2181
H28 0.7826 2.7095 -4.7269
H29 0.3740 1.1312 -5.4292

natural (NBO) population analysis, charges in e, atoms 1 to 2: 2.505 -0.610



Version b
C25H29N5O7Zr as an isolated structure. Source: the OMol25 dataset; level of theory: ωB97M-V/def2-TZVPD.

HOMO, eV: -13.25
Kohn-Sham gap, eV: 6.470
Net charge: +2

Atoms and positions in Å:
Zr1 0.1388 -0.7818 0.3788
O1 -0.8646 -0.2171 4.4040
C1 -0.8263 -0.6708 3.3003
O2 -0.1074 -0.1383 2.3030
C2 -1.6376 -1.9005 2.8877
C3 -2.5216 -1.6417 1.6580
C4 -3.6161 -2.6913 1.5475
C5 -2.8145 -3.9620 1.1661
C6 -1.3899 -3.4311 1.0510
O3 -1.6212 -2.0549 0.5333
C7 -0.8016 -3.1500 2.4374
C8 0.7191 -2.9523 2.4213
O4 1.4279 -3.4088 3.2692
O5 1.1699 -2.2685 1.3669
H1 -2.2538 -2.1584 3.7456
H2 -2.8165 -0.6101 1.4800
H3 -4.3238 -2.4174 0.7680
H4 -4.1647 -2.7884 2.4814
H5 -3.1527 -4.3782 0.2199
H6 -2.8750 -4.7456 1.9180
H7 -0.7409 -3.9480 0.3483
H8 -0.9919 -3.9784 3.1156
O6 -1.6377 3.1786 1.4164
C9 -2.0027 3.6634 0.2105
C10 -2.5486 4.9442 0.1770
C11 -2.9282 5.5104 -1.0210
C12 -2.7672 4.8171 -2.2249
C13 -2.2186 3.5594 -2.2069
C14 -1.8258 2.9580 -0.9960
C15 -1.2172 1.6417 -1.0121
O7 -1.0216 1.0119 0.1282
N1 -0.8267 1.0947 -2.1397
N2 -0.2249 -0.0989 -1.8777
C16 0.0277 -0.8619 -2.8738
C17 0.7980 -2.0639 -2.6065
C18 1.0969 -2.9797 -3.5975
C19 1.8845 -4.0784 -3.2846
C20 2.3518 -4.2117 -1.9902
C21 1.9979 -3.2595 -1.0459
N3 1.2326 -2.1963 -1.3290
H9 -1.4182 2.2373 1.3289
H10 -2.6788 5.4643 1.1165
H11 -3.3653 6.5000 -1.0251
H12 -3.0808 5.2631 -3.1579
H13 -2.0897 2.9981 -3.1215
H14 -0.2845 -0.5977 -3.8794
H15 0.7150 -2.8283 -4.5981
H16 2.1307 -4.8102 -4.0421
H17 2.9790 -5.0416 -1.6983
H18 2.3292 -3.3398 -0.0213
N4 3.4343 3.2693 -0.0167
C22 2.9912 2.8098 1.3458
C23 1.8022 1.8781 1.1992
N5 2.0910 0.7166 0.3173
C24 2.5650 1.1716 -1.0026
C25 3.7660 2.1045 -0.9038
H19 4.2475 3.8831 0.0683
H20 2.6905 3.8294 -0.4433
H21 2.7262 3.6850 1.9363
H22 3.8457 2.3167 1.8099
H23 0.9486 2.4180 0.7818
H24 1.4943 1.5187 2.1799
H25 2.8063 0.1382 0.7615
H26 1.7363 1.6782 -1.5060
H27 2.8381 0.3104 -1.6113
H28 4.0456 2.4851 -1.8845
H29 4.6286 1.6061 -0.4608

natural (NBO) population analysis, charges in e, atoms 1 to 2: 2.520 -0.511



Relative to the most stable structure, the computed energies are version a 20.0; version b 0.0, all in kcal/mol.



Version a
C23H25N3O4 as an isolated structure. Source: the OMol25 dataset; level of theory: ωB97M-V/def2-TZVPD.

HOMO, eV: -7.78
Kohn-Sham gap, eV: 8.055
Net charge: 0

Atoms and positions in Å:
O1 -2.0686 -2.4057 -2.0424
C1 -2.6242 -2.4898 -1.1116
N1 -2.5469 -3.4200 -0.2672
H1 -3.1839 -3.4890 0.5873
C2 -1.6168 -4.6730 -0.4780
C3 -0.4465 -4.0582 0.3563
C4 0.6499 -3.5690 -0.0764
C5 1.5339 -3.0212 0.7210
C6 0.8014 -3.3231 1.8718
O2 -0.2842 -3.9564 1.6444
H2 1.0157 -3.0198 3.0265
H3 2.4232 -2.5010 0.6897
H4 0.9780 -3.5343 -1.4004
H5 -1.4328 -4.5951 -1.3475
H6 -1.9819 -5.4280 0.0408
C7 -3.8251 -1.4326 -0.5055
O3 -4.8642 -1.8377 -0.2659
C8 -3.1677 -0.1628 -0.4220
C9 -1.7002 0.2852 -0.8273
N2 -1.5549 1.5063 -0.3335
C10 -2.7070 2.0508 -0.0358
C11 -2.9953 3.4407 0.6733
C12 -4.1541 3.7781 1.0085
C13 -5.2451 2.7773 1.1005
C14 -4.9773 1.6143 0.2245
C15 -3.6186 1.1234 0.0152
H7 -5.7571 0.5286 0.4414
H8 -6.1240 3.1816 1.2439
H9 -4.4264 4.6234 1.4317
H10 -2.0540 4.0446 0.6156
C16 -0.1859 2.1063 -0.5245
H11 -0.2587 3.0125 -0.2756
H12 0.2328 1.9897 -1.4715
C17 0.6713 1.0526 0.4675
O4 0.1710 0.2492 1.1923
N3 2.0465 1.6958 0.5538
C18 2.6630 2.4710 -0.5201
H13 1.9651 3.3347 -0.2327
C19 3.0102 1.9123 -1.6901
H14 3.1481 2.8134 -2.2962
H15 2.2578 1.2451 -1.9579
C20 4.0853 0.9958 -1.3885
C21 3.9486 -0.2475 -0.5808
C22 4.1217 0.1387 0.8627
C23 2.7448 0.8182 1.3705
H16 3.2109 1.3199 2.3067
H17 2.3390 -0.2092 1.8130
H18 5.0515 0.9268 0.9191
H19 4.5614 -0.4411 1.3632
H20 2.9473 -0.6200 -0.7083
H21 4.8464 -0.9037 -0.8450
H22 4.4047 0.5321 -2.6686
H23 5.3105 1.5531 -1.4746
H24 3.5950 2.7529 0.2587
H25 -0.9334 -0.5366 -1.0518

natural (NBO) population analysis, charges in e, atoms 1 to 2: -0.601 0.598



Version b
C23H25N3O4 in the gas phase. Source: the OMol25 dataset; level of theory: ωB97M-V/def2-TZVPD.

HOMO, eV: -8.08
Kohn-Sham gap, eV: 8.367
SMILES: O=C(NCc1ccco1)C(=O)c1cn(CC(=O)N2CCCCCC2)c2ccccc12
Net charge: 0

Atoms and positions in Å:
O1 -2.4588 1.7461 -0.6360
C1 -2.5713 1.4187 -1.8039
N1 -3.7259 1.4361 -2.4871
C2 -5.0054 1.7777 -1.9083
C3 -5.9838 0.6605 -2.0582
C4 -6.9515 0.4287 -2.9926
C5 -7.5368 -0.8161 -2.6566
C6 -6.8772 -1.2479 -1.5486
O2 -5.9380 -0.3639 -1.1808
C7 -1.4214 0.9561 -2.7153
O3 -1.6763 0.7436 -3.8958
C8 -0.1211 0.8082 -2.1295
C9 0.2422 0.9868 -0.8054
N2 1.5622 0.7832 -0.6454
C10 2.2610 0.8314 0.6035
C11 2.5210 -0.5951 1.1284
O4 2.2041 -1.5674 0.4773
N3 3.1435 -0.6790 2.3238
C12 3.4346 0.4353 3.1946
C13 2.2392 0.8939 4.0531
C14 1.2281 -0.2171 4.3419
C15 1.8519 -1.5138 4.8683
C16 2.2225 -2.4881 3.7501
C17 3.3760 -2.0035 2.8726
C18 2.1158 0.4296 -1.8570
C19 3.4254 0.1160 -2.1883
C20 3.6908 -0.1873 -3.5086
C21 2.6831 -0.1763 -4.4734
C22 1.3792 0.1349 -4.1482
C23 1.0880 0.4411 -2.8238
H1 -3.6727 1.1378 -3.4551
H2 -5.4049 2.6764 -2.3904
H3 -4.8160 1.9794 -0.8494
H4 -7.2179 1.0656 -3.8112
H5 -8.3334 -1.3138 -3.1700
H6 -6.9806 -2.1319 -0.9513
H7 -0.3905 1.2614 0.0163
H8 1.6552 1.3880 1.3210
H9 3.2189 1.3442 0.4637
H10 4.2424 0.1104 3.8548
H11 3.8155 1.2780 2.6125
H12 1.7132 1.7156 3.5632
H13 2.6312 1.2817 4.9950
H14 0.5186 0.1694 5.0761
H15 0.6622 -0.4422 3.4354
H16 2.7303 -1.2862 5.4758
H17 1.1282 -2.0119 5.5165
H18 1.3493 -2.6533 3.1164
H19 2.5081 -3.4488 4.1825
H20 3.4980 -2.6883 2.0305
H21 4.3060 -1.9767 3.4469
H22 4.2084 0.0935 -1.4451
H23 4.6989 -0.4412 -3.8014
H24 2.9349 -0.4212 -5.4948
H25 0.5956 0.1416 -4.8885

natural (NBO) population analysis, charges in e, atoms 1 to 2: -0.636 0.589



Relative to the most stable structure, the computed energies are version a 483.1; version b 0.0, all in kcal/mol.



Version a
C5H10N5 as an isolated structure. Source: the OMol25 dataset; level of theory: ωB97M-V/def2-TZVPD.

HOMO (spin up / spin down), eV: -10.74 / -10.74
Kohn-Sham gap (spin up / spin down), eV: 7.014 / 7.015
Net charge: +1

Atoms and positions in Å:
C1 1.9908 -0.0172 -0.1884
C2 -1.4973 -0.1719 0.1461
C3 0.8094 -1.5952 -0.6069
C4 3.0246 1.0266 -0.3395
C5 -2.8765 0.3249 0.2952
N1 2.1324 -1.3915 -0.1386
N2 -0.5021 0.5319 -0.4731
N3 -0.1959 -2.2346 0.1945
N4 0.7016 -0.1261 -0.6250
N5 -1.3608 -1.4596 0.2930
H1 3.1475 1.7477 0.5803
H2 2.7918 1.6948 -1.1076
H3 3.9554 0.5782 -0.6744
H4 -2.8093 1.4139 0.3121
H5 -3.1999 -0.0661 1.2375
H6 -3.6860 -0.0016 -0.5188
H7 2.9741 -1.8541 -0.4376
H8 -0.6749 1.3914 -1.0090
H9 0.0330 -2.6918 1.0061
H10 -2.1449 -2.0372 0.5413

natural (NBO) population analysis, charges in e, atoms 1 to 2: 0.375 0.484



Version b
An isolated ion of composition C5H10N5 and charge +1. Source: the OMol25 dataset; level of theory: ωB97M-V/def2-TZVPD.

HOMO, eV: -11.31
Kohn-Sham gap, eV: 7.676
SMILES: N/C=N/C=C1/NCNC1=[NH2+]
Net charge: +1

Atoms and positions in Å:
N1 3.7473 -0.3684 0.3228
C1 2.8417 0.5375 0.0054
N2 1.6436 0.1547 -0.3196
C2 0.6234 1.0520 -0.4998
C3 -0.6451 0.6433 -0.1458
N3 -1.9113 1.3300 0.0290
C4 -3.0468 0.4060 0.1777
N4 -2.3362 -0.8655 0.1702
C5 -1.0336 -0.7356 -0.0517
N5 -0.0919 -1.7164 -0.2821
H1 4.5139 -0.1715 0.8474
H2 3.4710 -1.3100 0.6050
H3 3.1717 1.4811 0.0731
H4 1.0021 2.0040 -0.7944
H5 -1.9978 2.3363 0.4021
H6 -3.7222 0.5525 1.0552
H7 -3.6858 0.3750 -0.7353
H8 -2.8733 -1.6848 -0.0500
H9 -0.4644 -2.6511 -0.2373
H10 0.7936 -1.3691 -0.5721

natural (NBO) population analysis, charges in e, atoms 1 to 2: -0.725 0.354



Relative to the most stable structure, the computed energies are version a 109.0; version b 0.0, all in kcal/mol.